1.
# C24H50AsF5N2O2PtSi3Te

A molecular structure, C24H50AsF5N2O2PtSi3Te (ωB97M-V/def2-TZVPD, the Open Molecules 2025 dataset).

highest occupied orbital energy = -12.547 eV
LUMO level = -6.2 eV
net charge = +2
2S+1 = 1
electronic energy = -141364.8696 eV
energy relative to the best compared isomer or geometry (same formula, charge and spin) = 0.0 kcal per mole
gap between HOMO and LUMO = 6.38 eV

Cartesian coordinates (Å):
Pt (1.120, 0.345, 1.274)
C (0.408, -3.376, -0.095)
Si (-1.366, -3.128, 0.383)
C (-2.455, -4.544, -0.085)
C (-1.669, -2.343, 2.025)
As (-1.955, -1.258, -1.143)
Si (-5.378, -3.082, -2.141)
C (-5.995, -2.864, -0.409)
C (-6.199, -1.927, -3.327)
C (-5.341, -4.839, -2.709)
Si (-1.513, -0.886, -3.559)
C (0.036, 0.127, -3.433)
C (-1.191, -2.634, -4.086)
C (-2.986, -0.076, -4.310)
H (0.805, -4.174, 0.541)
H (1.029, -2.495, 0.073)
H (0.512, -3.707, -1.130)
H (-2.164, -5.407, 0.522)
H (-2.345, -4.820, -1.134)
H (-3.504, -4.333, 0.120)
H (-2.730, -2.327, 2.276)
H (-1.284, -1.322, 2.040)
H (-1.132, -2.881, 2.814)
H (-5.791, -1.862, -0.028)
H (-5.589, -3.597, 0.289)
H (-7.081, -2.995, -0.408)
H (-6.116, -0.887, -3.006)
H (-7.264, -2.163, -3.381)
H (-5.800, -2.019, -4.339)
H (-4.776, -5.476, -2.026)
H (-4.911, -4.934, -3.707)
H (-6.359, -5.234, -2.755)
H (0.793, -0.358, -2.812)
H (-0.156, 1.127, -3.043)
H (0.457, 0.234, -4.437)
H (-0.404, -3.110, -3.498)
H (-0.845, -2.613, -5.124)
H (-2.088, -3.250, -4.044)
H (-3.110, 0.949, -3.967)
H (-3.897, -0.637, -4.108)
H (-2.841, -0.060, -5.394)
F (-3.753, -2.617, -2.117)
Te (-1.764, 1.746, 0.070)
F (-2.385, 1.760, -1.727)
F (-0.358, 2.768, -0.537)
F (-3.419, -0.522, -0.532)
F (-0.556, 1.538, 1.700)
O (-0.966, 0.067, -0.323)
O (2.599, -0.925, 0.796)
C (3.806, -0.627, 0.592)
C (4.275, 0.728, 0.211)
C (3.978, 0.731, -1.319)
C (4.466, -0.485, -2.136)
C (3.742, -1.829, -1.897)
C (4.240, -2.604, -0.663)
N (4.664, -1.632, 0.366)
H (5.344, 0.838, 0.396)
H (3.736, 1.524, 0.715)
H (4.432, 1.633, -1.731)
H (2.896, 0.834, -1.449)
H (5.546, -0.613, -2.010)
H (4.331, -0.220, -3.186)
H (3.863, -2.465, -2.775)
H (2.668, -1.637, -1.798)
H (5.115, -3.206, -0.899)
H (3.480, -3.268, -0.257)
H (5.612, -1.314, 0.231)
C (0.798, -1.958, 6.151)
N (0.478, -1.602, 4.775)
C (-0.387, -0.434, 4.749)
C (1.650, -1.485, 3.902)
C (2.323, -0.124, 3.911)
C (3.103, 0.265, 5.001)
C (3.594, 1.556, 5.119)
C (3.307, 2.499, 4.143)
C (2.561, 2.133, 3.030)
C (2.097, 0.829, 2.919)
H (-0.123, -2.205, 6.678)
H (1.288, -1.145, 6.706)
H (1.443, -2.836, 6.169)
H (-1.337, -0.678, 5.227)
H (-0.585, -0.129, 3.720)
H (0.044, 0.433, 5.270)
H (1.334, -1.722, 2.883)
H (2.363, -2.255, 4.201)
H (3.322, -0.462, 5.773)
H (4.193, 1.829, 5.977)
H (3.669, 3.514, 4.237)
H (2.350, 2.864, 2.258)


2.
# C24H50AsF6O21

A molecular structure, C24H50AsF6O21 at a distorted geometry (ωB97M-V/def2-TZVPD, the Open Molecules 2025 dataset).

highest occupied orbital energy = -6.545 eV
LUMO level = -1.1 eV
net charge = -1
2S+1 = 1
electronic energy = -145790.4247 eV
gap between HOMO and LUMO = 5.41 eV

Cartesian coordinates (Å):
As (0.253, 0.299, 0.100)
F (1.421, -0.573, -0.961)
F (-0.548, -1.301, 0.619)
F (-0.920, 1.305, 1.145)
F (1.165, 1.723, -0.336)
F (-0.944, 0.480, -1.287)
F (1.370, 0.217, 1.501)
O (3.071, 0.060, -0.785)
H (2.123, 0.140, -0.681)
H (3.360, 0.937, -1.035)
O (1.496, 2.643, 2.241)
H (1.093, 2.067, 1.592)
H (2.438, 2.519, 2.120)
C (0.615, 0.823, -3.366)
C (1.147, -0.513, -3.728)
C (0.999, -1.601, -2.621)
O (0.474, -2.663, -3.338)
C (-0.060, -2.195, -4.400)
O (-0.658, -2.963, -5.109)
O (0.088, -0.909, -4.593)
H (1.287, 1.383, -2.716)
H (-0.374, 0.742, -2.914)
H (0.683, 1.390, -4.295)
H (2.159, -0.354, -4.098)
H (0.164, -1.354, -1.966)
H (1.900, -1.786, -2.036)
C (-0.873, -2.564, -1.123)
C (-2.223, -2.468, -1.933)
C (-2.241, -3.085, -3.297)
O (-3.435, -3.732, -3.352)
C (-3.993, -3.778, -2.127)
O (-5.185, -4.126, -1.822)
O (-3.245, -3.098, -1.207)
H (-0.842, -1.765, -0.383)
H (-0.002, -2.271, -1.709)
H (-0.754, -3.462, -0.517)
H (-2.522, -1.420, -1.949)
H (-1.373, -3.741, -3.362)
H (-2.092, -2.336, -4.075)
C (-1.278, 4.165, -0.737)
C (0.084, 3.368, -1.025)
C (0.175, 2.498, -2.321)
O (1.561, 2.698, -2.619)
C (2.051, 3.862, -2.041)
O (3.224, 4.212, -2.237)
O (1.076, 4.356, -1.228)
H (-1.216, 4.949, -1.492)
H (-1.372, 4.779, 0.159)
H (-2.238, 3.661, -0.846)
H (0.235, 2.700, -0.178)
H (-0.617, 2.820, -2.997)
H (-0.020, 1.436, -2.170)
C (2.113, -1.273, 2.244)
C (1.923, -2.649, 2.964)
C (2.513, -3.998, 2.460)
O (3.036, -4.465, 3.718)
C (3.073, -3.516, 4.657)
O (3.409, -3.710, 5.825)
O (2.548, -2.413, 4.251)
H (1.941, -0.433, 2.917)
H (1.575, -0.951, 1.353)
H (3.173, -1.222, 1.992)
H (0.858, -2.650, 3.196)
H (3.385, -3.758, 1.852)
H (1.865, -4.737, 1.989)
C (0.760, 1.273, 4.765)
C (-0.228, 1.758, 3.701)
C (-1.044, 0.616, 3.052)
O (-2.259, 0.613, 3.800)
C (-2.471, 1.729, 4.548)
O (-3.471, 2.032, 5.210)
O (-1.351, 2.487, 4.375)
H (1.569, 1.949, 5.042)
H (1.238, 0.384, 4.353)
H (0.284, 0.941, 5.688)
H (0.375, 2.225, 2.922)
H (-0.512, -0.335, 3.086)
H (-1.262, 0.914, 2.026)
C (-2.862, -0.513, 0.046)
O (-3.095, -1.908, 0.301)
H (-3.165, 0.150, 0.855)
H (-1.778, -0.530, -0.069)
H (-3.274, -0.256, -0.930)
H (-3.343, -2.355, -0.512)
C (2.742, -2.285, 0.005)
O (1.441, -2.456, -0.617)
H (2.773, -1.269, 0.398)
H (2.946, -3.188, 0.579)
H (3.604, -2.302, -0.662)
H (1.008, -1.642, -0.347)
C (-2.337, 1.440, -2.512)
O (-2.078, 2.072, -3.794)
H (-1.704, 1.824, -1.713)
H (-3.381, 1.414, -2.200)
H (-2.085, 0.380, -2.544)
H (-2.355, 1.498, -4.511)
C (-0.772, 3.463, 2.119)
O (0.340, 3.861, 2.965)
H (-1.694, 3.887, 2.518)
H (-0.629, 4.027, 1.197)
H (-1.123, 2.436, 2.025)
H (1.095, 3.269, 2.952)


3.
# C24H50BCl43O

22 unconnected molecules or ions with the total composition C24H50BCl43O at a distorted geometry (ωB97M-V/def2-TZVPD, the Open Molecules 2025 dataset).

highest occupied orbital energy = -10.154 eV
LUMO level = 0.1 eV
2S+1 = 1
electronic energy = -566888.1810 eV
gap between HOMO and LUMO = 10.29 eV

Cartesian coordinates (Å):
C (2.325, -1.012, 0.896)
C (3.686, -1.009, 0.181)
Cl (4.669, 0.537, 0.455)
C (3.525, -1.366, -1.354)
B (3.395, -2.996, -1.503)
O (4.517, -3.800, -1.264)
H (2.394, -0.795, 1.974)
H (1.615, -0.317, 0.431)
H (1.913, -2.037, 0.809)
H (4.276, -1.818, 0.625)
H (2.603, -0.930, -1.772)
H (4.433, -0.989, -1.840)
H (2.379, -3.550, -1.774)
H (5.261, -3.202, -1.118)
C (2.028, -5.934, -3.528)
Cl (2.047, -5.793, -5.290)
Cl (0.519, -5.303, -2.857)
H (2.122, -6.980, -3.256)
H (2.859, -5.368, -3.120)
C (0.729, 2.342, 1.723)
Cl (-0.629, 1.211, 1.715)
Cl (1.677, 2.248, 0.230)
H (0.341, 3.354, 1.827)
H (1.376, 2.107, 2.562)
C (-1.434, 3.780, -0.727)
Cl (-2.816, 3.535, -1.796)
Cl (-0.292, 4.960, -1.381)
H (-1.789, 4.137, 0.235)
H (-0.926, 2.829, -0.605)
C (-1.842, -2.901, 1.678)
Cl (-2.285, -1.276, 2.206)
Cl (-1.523, -2.924, -0.057)
H (-0.946, -3.212, 2.204)
H (-2.660, -3.578, 1.901)
C (3.360, -4.667, 3.025)
Cl (1.604, -4.742, 2.838)
Cl (4.160, -4.331, 1.484)
H (3.606, -3.879, 3.729)
H (3.710, -5.623, 3.401)
C (0.565, 5.560, 4.095)
Cl (2.097, 4.741, 3.768)
Cl (-0.633, 5.218, 2.836)
H (0.178, 5.215, 5.049)
H (0.741, 6.630, 4.130)
C (-1.308, 2.973, 7.309)
Cl (-1.389, 2.092, 5.776)
Cl (0.210, 3.865, 7.465)
H (-2.129, 3.677, 7.351)
H (-1.385, 2.264, 8.126)
C (-2.327, -5.472, -5.030)
Cl (-4.010, -5.549, -4.491)
Cl (-1.867, -6.923, -5.931)
H (-2.205, -4.607, -5.674)
H (-1.684, -5.385, -4.162)
C (-2.390, 6.040, 9.771)
Cl (-1.801, 6.627, 8.207)
Cl (-3.239, 4.495, 9.637)
H (-1.542, 5.916, 10.437)
H (-3.076, 6.772, 10.178)
C (-5.587, 1.268, -3.132)
Cl (-5.558, 1.273, -4.899)
Cl (-7.130, 1.867, -2.508)
H (-5.435, 0.253, -2.781)
H (-4.794, 1.912, -2.766)
C (3.824, 5.387, 8.713)
Cl (5.349, 6.116, 8.201)
Cl (2.443, 6.121, 7.889)
H (3.846, 4.327, 8.480)
H (3.708, 5.530, 9.782)
C (-0.902, 9.944, 9.530)
Cl (-2.463, 9.336, 10.093)
Cl (0.383, 9.602, 10.693)
H (-0.660, 9.460, 8.589)
H (-0.975, 11.017, 9.391)
C (1.483, -6.028, -8.882)
Cl (3.020, -5.317, -9.397)
Cl (0.108, -5.230, -9.655)
H (1.475, -7.080, -9.152)
H (1.391, -5.920, -7.807)
C (-9.150, 5.031, -3.689)
Cl (-10.495, 4.728, -4.797)
Cl (-8.240, 6.473, -4.156)
H (-9.549, 5.174, -2.697)
H (-8.487, 4.175, -3.706)
C (2.434, -10.015, -9.566)
Cl (2.451, -9.873, -11.327)
Cl (0.931, -9.386, -8.879)
H (2.529, -11.062, -9.298)
H (3.267, -9.450, -9.162)
C (-12.950, 6.416, -2.723)
Cl (-14.479, 5.740, -2.150)
Cl (-11.657, 6.188, -1.537)
H (-12.668, 5.918, -3.643)
H (-13.080, 7.478, -2.897)
C (5.438, -7.063, -0.791)
Cl (4.082, -8.179, -1.024)
Cl (6.558, -7.102, -2.154)
H (5.048, -6.056, -0.693)
H (5.974, -7.347, 0.110)
C (10.203, -5.548, -1.264)
Cl (10.549, -6.888, -0.162)
Cl (8.533, -4.992, -1.112)
H (10.870, -4.724, -1.032)
H (10.367, -5.882, -2.283)
C (8.110, -1.227, -1.648)
Cl (6.708, -1.444, -0.588)
Cl (8.243, -2.530, -2.835)
H (8.005, -0.286, -2.179)
H (9.005, -1.210, -1.034)
C (-0.328, 0.454, -2.849)
Cl (-2.006, 0.334, -2.309)
Cl (0.212, -1.036, -3.634)
H (-0.244, 1.273, -3.555)
H (0.303, 0.641, -1.984)
C (-8.559, 4.642, 0.316)
Cl (-9.867, 3.452, 0.339)
Cl (-7.605, 4.518, -1.167)
H (-8.989, 5.637, 0.377)
H (-7.908, 4.466, 1.166)